Record 1
{"formula": "C18H35Br3F8O9P2", "method": "ωB97M-V with the def2-TZVPD basis set", "e_tot_ev": -288111.7359, "lumo_ev": 0.17, "multiplicity": 1, "elements": ["C", "C", "O", "P", "O", "O", "C", "C", "O", "C", "C", "H", "H", "H", "H", "H", "H", "H", "H", "H", "H", "H", "H", "H", "H", "H", "C", "C", "O", "P", "O", "O", "C", "C", "O", "C", "C", "H", "H", "H", "H", "H", "H", "H", "H", "H", "H", "H", "H", "H", "H", "H", "C", "C", "C", "F", "F", "F", "F", "O", "C", "C", "F", "F", "F", "F", "H", "H", "H", "H", "C", "Br", "Br", "Br", "H"], "coordinates": [[3.56882, -1.45183, -4.56602], [2.52276, -1.93840, -3.57587], [2.35441, -3.34192, -3.79212], [0.91903, -3.99885, -3.71223], [0.04475, -3.53163, -2.64178], [1.26518, -5.53008, -3.61734], [1.93519, -6.17013, -4.71382], [3.10190, -6.98374, -4.19873], [0.36976, -3.75548, -5.18549], [-0.94187, -3.21885, -5.38147], [-0.91195, -2.14473, -6.44446], [3.33829, -1.83707, -5.55585], [3.58955, -0.35992, -4.55959], [4.55678, -1.77505, -4.24115], [2.90401, -1.72400, -2.57319], [1.57563, -1.40113, -3.68887], [1.23436, -6.86375, -5.18900], [2.24333, -5.48081, -5.49942], [3.91361, -6.32125, -3.88819], [2.79592, -7.58427, -3.34431], [3.50684, -7.62590, -4.98016], [-1.66425, -4.00427, -5.62379], [-1.32479, -2.80483, -4.44513], [-0.31469, -2.48074, -7.29357], [-1.92248, -1.82950, -6.68665], [-0.35982, -1.27772, -6.06596], [1.12831, -1.51731, 6.40453], [1.89975, -0.31317, 6.91880], [2.00560, 0.78430, 6.00704], [2.32386, 0.67229, 4.47282], [3.48835, -0.15290, 4.14586], [0.95089, 0.26274, 3.81664], [0.91785, -0.77295, 2.81745], [-0.51062, -1.23037, 2.63223], [2.42464, 2.17885, 4.04614], [3.69727, 2.86330, 4.05873], [3.85726, 3.66941, 5.34036], [1.40544, -1.73971, 5.37685], [1.39580, -2.36380, 7.03886], [0.04916, -1.38828, 6.46735], [1.41596, 0.09753, 7.80499], [2.90020, -0.61920, 7.23185], [1.28933, -0.36073, 1.87752], [1.54562, -1.61866, 3.10243], [-1.11812, -0.43017, 2.20633], [-0.55892, -2.05591, 1.92373], [-0.98073, -1.56224, 3.55912], [4.46749, 2.10038, 3.97061], [3.66383, 3.53012, 3.20300], [4.84063, 3.55148, 5.79880], [3.65891, 4.73576, 5.22031], [3.15597, 3.36409, 6.12073], [-3.75282, 4.83042, 0.74432], [-3.15821, 3.55199, 0.16218], [-4.17589, 2.40983, 0.12844], [-3.55803, 1.21571, 0.17779], [-5.01070, 2.50227, 1.18515], [-2.69298, 3.83276, -1.07659], [-2.12311, 3.21882, 0.96563], [-5.01164, 5.06874, 0.12421], [-5.73604, 6.07570, 0.64466], [-7.11422, 6.03198, -0.01500], [-8.00439, 6.81921, 0.61692], [-7.00481, 6.38622, -1.31226], [-5.89818, 5.93504, 1.98776], [-5.13483, 7.26787, 0.46725], [-3.02982, 5.63464, 0.60250], [-3.87303, 4.67744, 1.81648], [-4.71446, 2.44806, -0.82300], [-7.50300, 5.00846, 0.04367], [0.09330, 0.08563, -1.28754], [-1.29403, -1.11553, -0.75652], [0.19628, 1.59514, -0.10243], [-0.15583, 0.69884, -3.11383], [1.04243, -0.42823, -1.27873]]}

=====

Record 2
{"formula": "C18H35ClF3GaO3P", "method": "ωB97M-V with the def2-TZVPD basis set", "e_tot_ev": -107717.9937, "lumo_ev": 2.54, "charge": -1, "multiplicity": 1, "elements": ["C", "C", "C", "C", "C", "Ga", "C", "C", "O", "Cl", "P", "C", "C", "C", "F", "F", "F", "H", "H", "H", "H", "H", "H", "H", "H", "H", "H", "H", "H", "H", "H", "H", "H", "H", "H", "H", "C", "C", "C", "O", "C", "H", "H", "H", "H", "H", "H", "H", "H", "C", "C", "C", "O", "C", "H", "H", "H", "H", "H", "H", "H", "H"], "coordinates": [[3.24062, -0.27650, 1.23704], [3.62215, 0.35194, -0.10153], [2.66804, 1.49299, -0.46917], [3.70922, -0.68200, -1.23451], [2.35338, -1.17866, -1.77267], [1.34548, -2.61519, -0.75861], [2.67794, -3.84542, 0.17591], [2.08457, -5.05058, 0.77971], [1.01391, -5.27031, 1.20638], [3.31766, -6.46508, 0.91784], [-0.26423, -1.80017, 0.76842], [-1.04413, -0.40576, -0.18290], [-1.67940, -3.00265, 0.65695], [0.45210, -3.79556, -2.21153], [0.00664, -5.02303, -1.80926], [-0.64758, -3.21586, -2.80446], [1.28671, -4.07434, -3.26925], [3.34919, 0.45341, 2.04497], [3.89037, -1.12695, 1.46678], [2.20380, -0.61812, 1.24963], [4.61880, 0.79274, 0.03864], [2.85066, 2.37448, 0.15094], [1.63109, 1.20185, -0.30114], [2.78511, 1.78086, -1.51967], [4.29606, -1.53920, -0.87472], [4.30243, -0.22945, -2.04264], [1.70024, -0.31708, -1.95166], [2.51657, -1.62416, -2.76161], [3.17417, -3.32321, 1.00262], [3.46654, -4.13854, -0.51865], [-1.75646, -0.75503, -0.93510], [-1.57132, 0.26244, 0.50555], [-0.28429, 0.18341, -0.70301], [-2.60765, -2.46646, 0.87624], [-1.55534, -3.79062, 1.40321], [-1.77478, -3.47323, -0.32523], [-0.73786, 1.60385, 3.93005], [-1.55821, 2.01223, 2.70622], [-0.46751, 2.48622, 1.75161], [0.68298, 1.70892, 2.05455], [0.49128, 0.98746, 3.27080], [-1.25465, 0.90158, 4.58374], [-0.46262, 2.48448, 4.51650], [-2.06592, 1.13953, 2.28930], [-2.30224, 2.78290, 2.91122], [-0.24195, 3.55044, 1.90078], [-0.72164, 2.33049, 0.70093], [0.32554, -0.06853, 3.03243], [1.39856, 1.07330, 3.87227], [-4.23438, 3.79360, -1.54758], [-4.46150, 2.86061, -2.73696], [-3.07842, 2.23899, -2.90312], [-2.51177, 2.18679, -1.59799], [-3.28682, 2.96068, -0.69030], [-5.14957, 4.06313, -1.02104], [-3.74239, 4.71198, -1.87518], [-5.19331, 2.09241, -2.47902], [-4.80302, 3.37179, -3.63662], [-2.44373, 2.85361, -3.55144], [-3.10507, 1.22700, -3.30894], [-3.84303, 2.29089, -0.02386], [-2.61099, 3.56465, -0.08188]]}

=====

Record 3
{"formula": "C18H35IN2O2", "method": "ωB97M-V with the def2-TZVPD basis set", "smiles": "CCCCCCCCC[C@H]1OC(=O)[C@](CCCI)(NCC)[C@@H]1N", "e_tot_ev": -34409.9583, "lumo_ev": 0.44, "multiplicity": 1, "elements": ["C", "C", "C", "C", "C", "C", "C", "C", "C", "C", "O", "C", "O", "C", "C", "C", "C", "I", "N", "C", "C", "C", "N", "H", "H", "H", "H", "H", "H", "H", "H", "H", "H", "H", "H", "H", "H", "H", "H", "H", "H", "H", "H", "H", "H", "H", "H", "H", "H", "H", "H", "H", "H", "H", "H", "H", "H", "H"], "coordinates": [[-0.15645, -2.08357, 7.28549], [-1.26961, -1.45631, 6.45476], [-1.41226, -2.10763, 5.08354], [-2.56035, -1.52456, 4.24903], [-3.21545, -2.50880, 3.25790], [-2.98626, -2.14832, 1.78852], [-1.59277, -2.55525, 1.26924], [-0.76765, -1.40263, 0.68828], [-1.06182, -1.19071, -0.79737], [-0.55040, 0.12258, -1.37388], [0.53574, 0.64292, -0.57131], [1.27434, 1.50034, -1.31413], [2.02695, 2.28934, -0.81812], [0.95114, 1.31012, -2.81463], [2.18278, 1.11186, -3.72629], [3.48735, 1.83897, -3.38629], [4.60866, 1.27977, -4.24154], [6.44611, 2.30793, -3.92898], [0.07419, 2.43127, -3.18393], [0.60020, 3.64419, -3.80017], [1.29716, 4.58862, -2.83366], [0.11466, 0.01596, -2.74428], [-0.79643, -0.24244, -3.84736], [-0.19105, -1.74606, 8.32175], [0.82555, -1.82242, 6.88856], [-0.23617, -3.17266, 7.28751], [-2.22206, -1.52830, 6.98692], [-1.05544, -0.39256, 6.31565], [-0.46803, -1.97339, 4.54577], [-1.55156, -3.18591, 5.20774], [-2.18537, -0.66265, 3.69056], [-3.31821, -1.13471, 4.93298], [-4.28718, -2.57579, 3.44975], [-2.81056, -3.50902, 3.43582], [-3.09678, -1.06511, 1.67507], [-3.77396, -2.59431, 1.17902], [-1.02664, -3.01237, 2.08416], [-1.70428, -3.33444, 0.50972], [-0.98834, -0.48263, 1.23442], [0.29643, -1.58644, 0.83487], [-2.14304, -1.23276, -0.94638], [-0.64605, -2.02888, -1.36653], [-1.34326, 0.87407, -1.40276], [1.88374, 1.39763, -4.73878], [2.39211, 0.03969, -3.76991], [3.73090, 1.71524, -2.33382], [3.39361, 2.90794, -3.57779], [4.80878, 0.23502, -4.01707], [4.40267, 1.37414, -5.30442], [-0.73249, 2.09872, -3.68638], [1.25036, 3.43255, -4.66089], [-0.27116, 4.16353, -4.20244], [1.72981, 5.42128, -3.39060], [2.09139, 4.10332, -2.27286], [0.57931, 4.99218, -2.11953], [0.81308, -0.82167, -2.64939], [-0.69871, 0.41338, -4.61030], [-0.67723, -1.17024, -4.22524]]}